(1)
4 unconnected molecules or ions with the total composition C43H58B2BrN7O15PS2 in a non-equilibrium geometry. Source: OMol25; level of theory: the ωB97M-V functional and the def2-TZVPD basis.

Values from the calculation:
Net charge ... +1
Gap between HOMO and LUMO ... 0.2619 hartree
E_LUMO ... -3.157 eV
HOMO level ... -10.2829 eV

Geometry as XYZ:
```
129
Properties=species:S:1:pos:R:3:forces:R:3:mulliken_charge:R:1
C -3.501 -0.651 3.984 0.19 -0.63 -0.09 -1.314
C -2.968 -1.780 3.069 0.35 0.29 0.48 0.076
P -1.896 -1.051 1.763 -0.45 0.81 -0.66 0.369
C -0.317 -0.688 2.657 -0.61 -0.10 -0.27 -1.445
C -1.515 -2.343 0.421 0.41 -0.29 1.13 3.838
C -0.455 -3.367 0.916 -0.06 -0.14 0.20 -1.990
N -0.661 -3.960 2.224 0.20 -0.09 -0.24 -0.458
C -2.775 -3.175 0.142 -0.02 0.12 -0.30 -3.172
N -3.862 -2.513 -0.615 0.64 0.29 0.97 0.999
C -5.112 -2.171 0.110 -0.64 0.07 -0.86 -1.870
C -5.292 -0.713 0.576 -0.34 -0.18 0.14 -0.048
C -6.347 0.049 -0.213 0.14 0.34 0.45 -0.913
Br -7.147 1.423 0.925 0.06 0.00 -0.16 -0.142
C -3.432 -1.576 -1.497 -0.34 0.03 0.34 -1.931
N -4.069 -1.365 -2.606 -1.00 0.00 -0.61 1.479
B -3.604 -0.265 -3.549 0.62 0.55 0.08 0.588
N -3.919 1.108 -3.216 0.24 -0.37 -0.04 -0.439
O -2.962 -0.640 -4.694 -0.55 0.08 0.02 -0.706
C -5.239 -2.114 -3.002 -0.36 -0.04 -0.02 -0.341
C -5.177 -3.490 -3.202 -0.56 0.13 0.02 0.031
C -6.354 -4.167 -3.526 0.12 0.43 -0.10 -0.955
C -7.557 -3.476 -3.675 0.18 0.37 0.26 -0.467
C -7.603 -2.090 -3.524 0.85 -0.48 0.02 -1.034
C -6.429 -1.411 -3.185 -0.30 -0.32 -0.20 0.209
N -2.308 -0.789 -1.296 0.85 -0.33 -0.92 0.383
C -1.095 -1.578 -0.869 -0.56 -0.07 0.35 -1.394
C -0.006 -0.527 -0.686 0.50 -0.09 -0.45 -2.385
C 1.433 -1.043 -0.506 0.18 0.46 0.29 -1.104
C 2.443 -0.245 -1.347 0.05 -0.19 0.66 -0.613
S 3.920 0.136 -0.351 -0.03 -0.24 -0.25 -0.266
C 4.286 1.784 -0.759 -0.02 -0.18 0.03 0.042
S 5.685 2.397 -0.213 0.09 0.20 0.03 -0.234
N 3.333 2.475 -1.535 -0.17 0.24 -0.07 0.388
C 3.764 2.606 -2.950 0.36 0.02 -0.04 -0.642
C 3.609 4.025 -3.443 -0.02 -0.21 0.10 -0.426
O 2.284 4.450 -3.206 -0.16 0.07 -0.28 -0.451
C 2.003 4.548 -1.830 0.06 0.03 0.48 -0.532
C 2.964 3.758 -0.940 -0.03 0.53 -0.16 -0.987
B -0.709 -2.457 -2.167 0.18 -0.29 -0.03 0.988
N -0.692 -3.910 -2.233 0.56 0.58 -0.28 -0.462
O -0.450 -1.693 -3.262 -0.38 -0.01 -0.09 -0.881
H -4.499 -0.356 3.688 -0.07 0.33 -0.12 0.266
H -2.834 0.204 4.008 -0.03 0.25 -0.01 0.326
H -3.566 -1.051 4.990 -0.10 0.09 0.24 0.407
H -3.826 -2.310 2.675 0.01 -0.26 -0.20 -0.123
H -2.386 -2.453 3.692 -0.03 -0.33 -0.05 0.624
H -0.560 -0.555 3.707 0.10 -0.15 0.20 0.508
H 0.451 -1.439 2.517 0.21 -0.06 0.17 0.381
H 0.028 0.272 2.295 0.30 0.11 -0.05 0.390
H -0.412 -4.202 0.221 -0.01 -0.02 -0.23 0.574
H 0.537 -2.933 0.932 0.08 0.16 -0.05 0.440
H -0.374 -3.365 2.982 -0.17 0.05 0.14 0.403
H -1.589 -4.321 2.369 -0.08 -0.01 0.14 0.223
H -3.210 -3.579 1.046 -0.06 0.05 0.22 1.213
H -2.451 -4.027 -0.451 -0.06 -0.13 -0.18 0.104
H -5.236 -2.842 0.946 0.36 -0.29 0.13 0.869
H -5.940 -2.403 -0.559 -0.13 -0.12 -0.03 0.760
H -4.367 -0.148 0.615 0.25 0.01 0.01 0.200
H -5.651 -0.751 1.599 0.04 -0.06 0.23 0.547
H -5.933 0.589 -1.054 -0.01 -0.02 -0.20 0.243
H -7.168 -0.589 -0.507 -0.13 -0.09 -0.15 0.522
H -4.793 1.354 -3.677 -0.15 0.21 0.30 0.224
H -3.220 1.722 -3.623 -0.05 0.14 -0.10 0.220
H -3.492 -1.248 -5.223 0.39 -0.36 -0.03 0.309
H -4.248 -4.022 -3.069 0.13 -0.06 0.01 0.442
H -6.332 -5.230 -3.696 0.04 -0.16 0.08 0.447
H -8.472 -4.008 -3.875 -0.05 -0.15 -0.17 0.450
H -8.526 -1.559 -3.676 -0.13 0.15 0.06 0.451
H -6.464 -0.342 -3.041 0.08 0.11 0.04 0.312
H -2.478 -0.040 -0.626 -0.21 -0.05 0.20 0.478
H -0.242 0.169 0.115 -0.19 0.03 0.17 0.822
H -0.021 0.069 -1.594 -0.13 0.06 -0.17 0.899
H 1.547 -2.111 -0.673 -0.10 -0.14 -0.25 0.599
H 1.716 -0.880 0.530 -0.03 -0.21 0.25 0.426
H 2.771 -0.794 -2.220 -0.11 0.04 -0.30 0.494
H 2.027 0.722 -1.605 0.04 0.11 -0.27 0.186
H 3.180 1.956 -3.599 -0.20 -0.20 0.08 0.137
H 4.812 2.335 -3.042 0.15 -0.11 -0.04 0.546
H 4.344 4.689 -2.987 0.02 0.12 0.11 0.226
H 3.793 4.030 -4.509 -0.11 0.11 -0.23 0.362
H 0.974 4.242 -1.654 -0.15 -0.18 -0.23 0.349
H 2.082 5.588 -1.505 -0.06 0.19 -0.02 0.296
H 3.833 4.385 -0.748 0.28 -0.09 0.05 0.449
H 2.473 3.604 0.017 0.00 -0.18 0.15 0.467
H 0.071 -4.285 -1.679 -0.43 -0.30 0.33 0.204
H -0.524 -4.248 -3.175 -0.06 -0.09 -0.04 0.184
H -0.335 -2.210 -4.065 0.18 0.12 -0.15 0.276
C -6.639 -3.276 6.651 0.04 0.03 -0.19 -1.087
C -6.718 -3.533 7.967 -0.14 0.17 -0.14 0.415
C -5.830 -4.554 8.633 0.27 -0.26 -0.09 0.977
O -5.956 -4.710 9.830 -0.14 0.11 0.05 -0.598
C -4.884 -5.289 7.809 0.00 -0.02 0.14 -0.902
C -4.813 -5.032 6.498 0.10 -0.17 0.16 0.280
C -5.682 -3.995 5.840 -0.31 0.26 0.13 1.108
O -5.532 -3.813 4.641 0.19 -0.09 -0.15 -0.602
O -3.979 -5.660 5.676 -0.01 0.07 -0.06 -0.584
O -7.564 -2.920 8.774 0.07 -0.08 0.07 -0.568
H -7.268 -2.544 6.165 -0.02 0.01 0.03 0.443
H -4.263 -6.030 8.291 0.01 0.00 -0.02 0.441
H -4.143 -5.282 4.792 -0.04 0.02 -0.04 0.307
H -7.411 -3.289 9.667 0.00 -0.01 0.04 0.367
C 9.362 4.135 -6.480 0.09 0.09 -0.09 -0.899
C 8.463 3.492 -5.724 0.23 -0.07 -0.07 0.211
C 7.145 4.114 -5.350 -0.16 0.35 -0.05 0.996
O 6.379 3.446 -4.674 0.10 -0.17 0.01 -0.478
C 6.859 5.459 -5.803 -0.12 -0.11 0.10 -0.970
C 7.759 6.107 -6.558 -0.24 0.08 0.09 0.345
C 9.069 5.476 -6.955 0.20 -0.34 0.06 0.946
O 9.816 6.131 -7.654 -0.07 0.17 -0.03 -0.611
O 7.575 7.336 -7.011 0.10 -0.03 -0.05 -0.570
O 8.656 2.267 -5.250 -0.11 0.03 0.02 -0.586
H 10.310 3.697 -6.757 -0.01 -0.02 0.01 0.434
H 5.917 5.903 -5.515 0.01 0.03 -0.02 0.471
H 8.374 7.560 -7.527 0.03 0.01 -0.02 0.364
H 7.855 2.044 -4.738 -0.03 0.00 0.03 0.344
C 7.253 3.257 2.959 -0.07 -0.16 -0.02 -0.287
C 7.794 4.479 3.059 -0.11 -0.13 -0.20 0.245
C 8.400 4.983 4.342 0.05 -0.13 0.37 0.921
O 8.883 6.099 4.334 -0.03 0.08 -0.16 -0.628
C 8.371 4.117 5.507 0.06 0.15 0.00 -1.051
C 7.828 2.897 5.409 0.12 0.12 0.20 0.356
C 7.242 2.385 4.119 -0.06 0.13 -0.37 0.994
O 6.781 1.258 4.121 -0.01 -0.06 0.17 -0.650
O 7.761 2.046 6.424 -0.04 -0.05 -0.08 -0.566
O 7.843 5.338 2.049 0.04 0.05 0.08 -0.547
H 6.817 2.887 2.040 0.07 0.02 0.13 0.143
H 8.796 4.492 6.427 0.00 -0.02 0.01 0.418
H 7.328 1.243 6.074 -0.01 -0.04 -0.03 0.369
H 8.289 6.135 2.395 0.03 0.03 0.02 0.372
```
Positions in Å, forces in eV/Å.



(2)
C9H12N2O in the gas phase in a non-equilibrium geometry. Source: OMol25; level of theory: the ωB97M-V functional and the def2-TZVPD basis.

Values from the calculation:
Net charge ... 0
Gap between HOMO and LUMO ... 0.3274 hartree
Energy above the lowest of the compared OMol25 structures with the same formula, charge and spin ... 332.5 kJ/mol
E_LUMO ... 0.890 eV
HOMO level ... -8.0184 eV

Geometry as XYZ:
```
24
Properties=species:S:1:pos:R:3:forces:R:3:mulliken_charge:R:1
C 0.040 2.744 -1.328 -0.07 -1.38 0.08 -1.214
C -0.599 1.396 -1.177 1.99 -2.06 3.19 0.485
C -1.850 1.350 -0.382 -1.57 -0.14 0.13 -0.069
N -2.434 0.354 0.200 0.74 1.86 -0.63 -0.620
C -1.828 -0.927 0.320 4.19 0.40 -0.25 0.077
O -2.192 -1.556 1.478 0.07 0.33 1.97 -0.523
C 0.012 -0.635 0.224 -4.56 -0.61 1.30 -0.691
C 0.389 0.380 -0.586 -0.69 -0.39 0.35 0.782
C 1.773 0.224 -0.736 0.45 0.58 -0.12 -1.086
C 2.164 -0.795 0.097 2.44 -0.12 -0.21 -0.438
N 1.104 -1.303 0.760 -2.31 2.43 -3.50 0.312
C 1.091 -2.389 1.593 2.41 -2.26 2.00 -0.828
H 0.419 3.086 -0.344 -0.33 0.33 -0.85 0.298
H -0.812 3.230 -1.793 0.73 1.49 -0.14 0.424
H 0.845 2.427 -2.015 -0.07 1.47 0.14 0.273
H -0.697 1.007 -2.119 -1.23 -0.75 -2.72 0.328
H -2.330 2.374 -0.361 -0.07 -1.25 0.31 0.264
H -2.043 -1.639 -0.499 0.04 0.63 0.26 0.304
H -2.012 -0.975 2.277 -0.35 -0.80 -1.64 0.385
H 2.323 0.841 -1.419 0.77 -0.09 0.12 0.391
H 3.166 -1.238 0.272 -0.84 0.54 -0.17 0.300
H 0.264 -3.095 1.461 0.40 0.09 -0.40 0.314
H 2.164 -2.824 1.455 -2.13 -0.06 0.50 0.232
H 1.044 -2.037 2.625 -0.04 -0.23 0.27 0.299
```
Positions in Å, forces in eV/Å.



(3)
A molecular structure, C22H25N3RuS4. Source: OMol25; level of theory: the ωB97M-V functional and the def2-TZVPD basis.

Values from the calculation:
Multiplicity ... 2
Net charge ... +1
Gap between HOMO and LUMO (alpha / beta) ... 0.2985 / 0.2375 hartree
Expectation value of S² ... 0.757
Energy above the lowest of the compared OMol25 structures with the same formula, charge and spin ... 0.0 kJ/mol
E_LUMO (alpha / beta) ... -2.182 / -3.841 eV
HOMO level (alpha / beta) ... -10.3056 / -10.3030 eV

Geometry as XYZ:
```
55
Properties=species:S:1:pos:R:3:forces:R:3:mulliken_spin:R:1
Ru 0.686 -0.502 -0.223 -0.54 0.29 0.11 0.713
S 0.477 -0.410 -2.522 0.33 -0.04 -0.08 0.144
C 1.273 1.107 -2.953 -0.07 0.03 0.19 -0.011
C 1.718 1.298 -4.262 0.04 0.03 -0.07 0.013
C 2.319 2.485 -4.645 -0.03 -0.07 -0.03 -0.007
C 2.497 3.513 -3.728 -0.01 0.02 0.07 0.010
C 2.066 3.340 -2.424 0.01 0.04 -0.06 -0.004
C 1.448 2.153 -2.041 -0.05 0.01 -0.01 0.006
S 0.915 1.994 -0.346 -0.08 -0.34 -0.22 -0.015
C -0.404 3.250 -0.210 -0.01 0.08 0.16 0.000
C -1.749 2.660 0.121 0.02 0.04 -0.02 -0.001
C -2.718 3.353 0.838 0.01 -0.03 0.03 -0.001
C -3.915 2.707 1.097 0.00 -0.03 0.02 0.000
C -4.104 1.402 0.655 0.04 -0.01 0.08 0.002
C -3.074 0.810 -0.056 0.01 -0.08 0.04 0.000
C -3.106 -0.586 -0.604 -0.05 0.08 -0.15 0.003
S -1.586 -1.515 -0.251 0.25 0.20 0.16 -0.011
C -1.777 -1.943 1.468 -0.03 0.01 0.01 0.012
C -2.773 -2.852 1.819 -0.02 0.00 0.03 -0.004
C -2.936 -3.227 3.140 -0.01 0.00 -0.04 0.012
C -2.087 -2.703 4.107 0.04 0.03 0.02 -0.007
C -1.090 -1.809 3.759 -0.03 -0.02 0.04 0.024
C -0.916 -1.412 2.431 -0.03 0.04 -0.11 -0.020
S 0.333 -0.227 2.041 0.15 -0.15 0.10 0.163
N -1.941 1.438 -0.324 -0.05 0.05 -0.15 0.002
H 1.582 0.500 -4.981 0.00 0.00 0.00 -0.002
H 2.654 2.606 -5.666 0.00 0.00 0.00 0.000
H 2.978 4.435 -4.023 0.00 0.00 0.00 0.001
H 2.210 4.127 -1.694 0.01 0.00 0.00 0.000
H -0.429 3.785 -1.159 0.02 -0.07 -0.04 0.000
H -0.087 3.949 0.563 0.00 0.00 -0.01 0.000
H -2.536 4.359 1.191 0.00 -0.01 0.01 0.000
H -4.691 3.206 1.663 -0.01 0.01 -0.01 0.000
H -5.014 0.861 0.875 -0.01 0.01 -0.02 0.000
H -3.146 -0.553 -1.695 0.00 -0.02 0.02 -0.001
H -3.948 -1.175 -0.247 0.04 -0.03 0.04 0.000
H -3.414 -3.266 1.050 0.01 -0.02 0.00 0.000
H -3.710 -3.932 3.412 0.00 0.00 0.00 0.001
H -2.201 -2.996 5.142 0.00 0.00 0.00 0.000
H -0.434 -1.401 4.517 0.00 0.00 0.00 -0.002
N 2.792 -0.142 -0.194 0.08 0.02 0.03 -0.014
C 3.614 -1.002 0.694 -0.02 0.02 -0.02 -0.005
C 3.491 -2.473 0.342 -0.04 0.02 -0.03 0.001
C 2.153 -3.082 0.717 -0.02 0.02 0.00 0.000
N 1.055 -2.601 -0.157 0.01 -0.09 -0.07 -0.016
H 3.117 -0.227 -1.157 0.00 -0.05 0.00 0.004
H 2.982 0.824 0.069 -0.06 0.01 0.00 0.002
H 3.265 -0.829 1.712 0.03 0.00 0.01 0.000
H 4.655 -0.683 0.629 0.01 -0.03 -0.02 0.001
H 4.273 -3.017 0.870 0.00 0.00 0.02 0.000
H 3.684 -2.622 -0.727 0.03 -0.01 0.00 0.003
H 1.885 -2.813 1.740 0.01 -0.02 0.00 -0.002
H 2.201 -4.170 0.651 0.03 0.00 -0.01 0.001
H 0.220 -3.124 0.100 -0.04 0.06 -0.02 0.001
H 1.243 -2.865 -1.124 0.05 -0.02 0.02 0.005
```
Positions in Å, forces in eV/Å.



(4)
10 unconnected molecules or ions with the total composition H20O10 in a non-equilibrium geometry. Source: OMol25; level of theory: the ωB97M-V functional and the def2-TZVPD basis.

Values from the calculation:
Net charge ... 0
Gap between HOMO and LUMO ... 0.3374 hartree
Energy above the lowest of the compared OMol25 structures with the same formula, charge and spin ... 314.4 kJ/mol
E_LUMO ... -0.855 eV
HOMO level ... -10.0352 eV

Geometry as XYZ:
```
30
Properties=species:S:1:pos:R:3:forces:R:3:mulliken_charge:R:1
O -0.388 0.728 0.771 0.19 -0.01 1.09 -0.782
H -0.375 0.516 -0.151 -1.05 -0.20 -1.22 0.505
H 0.523 0.470 0.946 0.38 0.34 1.04 0.265
O -2.860 0.244 2.117 0.33 0.08 0.27 -0.640
H -3.441 -0.274 1.548 0.56 0.26 -0.17 0.269
H -1.989 0.419 1.687 -0.92 -0.37 -0.06 0.410
O -3.035 0.043 -1.212 -0.34 -0.03 -0.42 -0.591
H -2.558 0.596 -1.860 -0.79 -0.25 0.32 0.276
H -3.953 -0.153 -1.501 1.02 0.53 -0.09 0.286
O 0.030 -0.153 -1.605 0.84 0.44 -0.42 -0.539
H 0.697 -0.661 -1.136 0.72 0.13 0.43 0.263
H -0.409 -0.869 -2.026 -1.27 -0.86 -0.90 0.254
O 1.930 -1.698 -0.092 0.06 -0.48 -0.34 -0.671
H 2.865 -1.785 0.062 1.03 0.66 0.28 0.309
H 1.831 -2.568 -0.490 -0.95 -0.41 -0.22 0.275
O 2.399 0.984 1.273 -1.30 1.17 0.87 -0.588
H 2.954 0.427 0.775 1.27 -0.98 -0.52 0.252
H 2.568 0.885 2.219 0.15 -0.18 -0.32 0.314
O -2.194 -2.317 -0.189 -0.32 -0.81 -3.01 -0.636
H -2.005 -2.239 0.708 0.43 0.76 2.31 0.315
H -2.384 -1.462 -0.622 0.07 -0.09 0.85 0.340
O 1.638 -2.099 2.744 -0.29 0.42 -1.33 -0.613
H 2.539 -2.204 3.022 0.68 -0.18 0.49 0.299
H 1.725 -1.863 1.787 -0.50 -0.27 1.10 0.374
O -0.205 3.265 -0.345 -0.96 1.64 0.12 -0.698
H 0.458 3.170 -1.010 0.76 -0.17 -0.61 0.385
H -0.303 2.448 0.114 0.07 -0.97 0.70 0.418
O 1.250 2.486 -2.594 -0.73 -0.55 -0.08 -0.688
H 0.680 1.724 -2.426 -1.24 0.31 -0.09 0.319
H 2.013 1.942 -2.513 2.11 0.07 -0.09 0.316
```
Positions in Å, forces in eV/Å.